<P>
A 2-piece molecular cluster, C3H10O3 overall. Source: the OMol25 dataset; level of theory: ωB97M-V with the def2-TZVPD basis set.

Structure (XYZ):
```
16
Properties=species:S:1:pos:R:3:mulliken_charge:R:1
O -0.236 2.834 0.251 -0.546
O -1.277 -1.903 1.029 -0.508
O 2.138 -1.577 -1.457 -0.585
C -0.525 -0.918 0.366 -0.273
C -0.780 0.523 0.707 -0.207
C -0.089 1.533 -0.243 -0.519
H 0.553 -1.194 0.510 0.203
H 0.959 1.286 -0.097 0.224
H -0.720 -1.242 -0.747 0.232
H 2.304 -1.639 -2.429 0.298
H -1.164 -1.712 1.928 0.295
H -0.361 0.636 1.776 0.193
H 2.503 -2.313 -1.054 0.294
H -0.343 1.573 -1.286 0.355
H -1.824 0.915 0.756 0.234
H -1.138 3.197 -0.009 0.310
```

Values from the calculation:
HOMO-LUMO gap ... 10.6 eV
SMILES string ... OCCCO.O
Charge ... 0
E_HOMO ... -9.91 eV



<Q>
A 2-piece molecular cluster, C3H10O3 overall. Source: the OMol25 dataset; level of theory: ωB97M-V with the def2-TZVPD basis set.

Structure (XYZ):
```
16
Properties=species:S:1:pos:R:3:mulliken_charge:R:1
O -0.720 0.052 2.002 -0.555
O -2.001 -5.160 -0.988 -0.645
O 1.818 2.919 -0.945 -0.509
C 1.210 1.705 -0.806 -0.617
C 0.114 1.452 0.245 -0.175
C -0.189 0.075 0.688 -0.332
H -0.946 -0.470 0.135 0.236
H -1.972 -4.244 -1.229 0.318
H -1.257 -5.497 -0.430 0.327
H 0.589 1.790 1.106 0.251
H 1.731 3.313 -1.774 0.313
H 0.794 1.177 -1.772 0.291
H 1.957 1.023 -0.599 0.334
H -0.478 -0.461 2.752 0.289
H 0.743 -0.534 0.663 0.277
H -0.750 2.023 -0.162 0.195
```

Values from the calculation:
HOMO-LUMO gap ... 10.8 eV
SMILES string ... OCCCO.O
Charge ... 0
E_HOMO ... -10.25 eV



<P> takes first place; second place is 0.0281 hartree up.



<P>
A single CH2O3 molecule. Source: the OMol25 dataset; level of theory: ωB97M-V with the def2-TZVPD basis set.

Structure (XYZ):
```
6
Properties=species:S:1:pos:R:3:mulliken_charge:R:1
O 0.681 -1.004 0.979 -0.542
O 0.636 -0.313 -1.217 -0.433
O -0.716 0.601 0.422 -0.478
C 0.199 -0.302 0.099 0.728
H 0.056 0.369 -1.708 0.354
H -0.857 0.649 1.426 0.371
```

Values from the calculation:
HOMO-LUMO gap ... 11.3 eV
SMILES string ... O=C(O)O
Charge ... 0
E_HOMO ... -11.00 eV



<Q>
A single CH2O3 molecule. Source: the OMol25 dataset; level of theory: ωB97M-V with the def2-TZVPD basis set.

Structure (XYZ):
```
6
Properties=species:S:1:pos:R:3:mulliken_charge:R:1
O 0.793 -0.932 -0.024 -0.430
O -1.275 -0.227 -0.116 -0.439
O 0.558 1.228 -0.060 -0.516
C 0.044 0.150 -0.087 0.696
H -1.811 0.437 0.360 0.349
H 1.690 -0.657 -0.074 0.340
```

Values from the calculation:
HOMO-LUMO gap ... 11.7 eV
SMILES string ... O=C(O)O
Charge ... 0
E_HOMO ... -11.23 eV



<R>
A single CH2O3 molecule. Source: the OMol25 dataset; level of theory: ωB97M-V with the def2-TZVPD basis set.

Structure (XYZ):
```
6
Properties=species:S:1:pos:R:3:mulliken_charge:R:1
O -0.065 0.808 0.109 -0.160
O -2.000 -0.386 0.104 -0.453
O 1.331 0.831 -0.069 -0.297
C -0.811 -0.332 -0.146 0.265
H -0.082 -1.042 -0.536 0.300
H 1.627 0.121 0.538 0.345
```

Values from the calculation:
HOMO-LUMO gap ... 11.6 eV
SMILES string ... O=COO
Charge ... 0
E_HOMO ... -11.26 eV



<Q> takes first place; second place is 0.0063 hartree up.



<P>
A 2-piece molecular cluster, C4H10NO overall. Source: the OMol25 dataset; level of theory: ωB97M-V with the def2-TZVPD basis set.

Structure (XYZ):
```
16
Properties=species:S:1:pos:R:3:mulliken_charge:R:1
O 1.024 0.775 0.620 -0.860
N 0.385 -1.024 1.925 -0.611
C -1.015 -0.961 1.421 -0.462
C 1.311 -0.502 0.899 -0.408
C -0.932 1.203 -2.023 -0.545
C 0.418 1.120 -2.199 -0.384
H -1.170 -0.054 0.778 0.043
H 2.303 -0.663 1.304 0.274
H -1.185 -1.847 0.823 0.228
H 1.071 1.075 -1.283 0.231
H 0.827 0.976 -3.223 0.205
H -1.594 1.183 -2.872 0.261
H -1.829 -1.040 2.202 0.301
H 1.205 -1.209 0.030 0.258
H 0.508 -0.274 2.625 0.275
H -1.327 1.243 -1.023 0.194
```

Values from the calculation:
HOMO-LUMO gap ... 7.0 eV
Charge ... -1
E_HOMO ... -2.68 eV



<Q>
An isolated ion of composition C4H10NO and charge -1. Source: the OMol25 dataset; level of theory: ωB97M-V with the def2-TZVPD basis set.

Structure (XYZ):
```
16
Properties=species:S:1:pos:R:3:mulliken_charge:R:1
O -0.907 -0.057 -1.906 -0.876
N 0.575 1.138 1.111 -0.452
C 0.037 -1.175 0.057 -0.603
C 1.073 -0.123 0.450 -0.618
C -0.578 1.781 0.479 -0.674
C -0.356 -1.204 -1.473 -0.478
H 0.599 -1.553 -1.982 0.219
H 0.494 0.842 2.078 0.258
H -1.533 1.599 0.953 0.212
H 1.623 -0.578 1.287 0.289
H -0.597 1.460 -0.570 0.248
H -0.413 2.860 0.491 0.294
H -0.901 -0.864 0.502 0.210
H 1.820 0.096 -0.320 0.283
H 0.185 -2.198 0.397 0.450
H -1.123 -2.023 -1.552 0.240
```

Values from the calculation:
HOMO-LUMO gap ... 6.7 eV
SMILES string ... CNCCC[O-]
Charge ... -1
E_HOMO ... -2.34 eV



<Q> takes first place; second place is 0.0109 hartree up.